<a>
{"formula": "C3H14O4", "method": "ωB97M-V with the def2-TZVPD basis set", "species": ["C", "O", "C", "C", "H", "H", "H", "H", "H", "H", "H", "H", "H", "H", "O", "H", "H", "O", "H", "H", "O"], "xyz": [[0.257, 1.461, 0.739], [-0.600, 1.440, -0.397], [0.323, 0.137, 1.497], [1.383, -0.026, 2.560], [1.206, 1.864, 0.345], [-0.113, 2.222, 1.428], [-1.348, 0.861, -0.269], [-0.670, -0.033, 1.913], [0.493, -0.616, 0.706], [2.270, 0.600, 2.319], [1.024, 0.401, 3.484], [1.707, -1.046, 2.714], [0.068, -2.274, -2.159], [-0.181, -0.758, -2.459], [-0.613, -1.622, -2.279], [0.497, 1.224, -2.169], [0.586, 0.957, -3.637], [0.737, 0.530, -2.795], [-3.082, -1.932, -0.342], [-1.721, -1.854, -0.994], [-2.223, -1.535, -0.204]], "homo_ev": -10.223, "spin_multiplicity": 1, "smiles": "CCCO.O.O.O"}

<b>
{"formula": "C3H14O4", "method": "ωB97M-V with the def2-TZVPD basis set", "species": ["O", "H", "H", "O", "H", "H", "O", "H", "H", "C", "C", "C", "O", "H", "H", "H", "H", "H", "H", "H", "H"], "xyz": [[3.072, 0.512, -0.892], [2.153, 0.506, -0.597], [3.153, 1.298, -1.438], [0.975, -2.334, 0.993], [0.654, -1.789, 0.266], [1.410, -1.714, 1.583], [0.095, -4.973, 1.861], [0.252, -4.075, 1.536], [0.974, -5.347, 1.955], [-1.920, 1.450, 0.520], [-0.996, 0.993, -0.593], [-0.713, 2.088, -1.602], [0.235, 0.481, -0.040], [-2.917, 1.640, 0.130], [-1.534, 2.370, 0.972], [-1.961, 0.688, 1.297], [-1.436, 0.132, -1.100], [0.125, 1.792, -2.231], [-0.503, 3.031, -1.096], [-1.574, 2.238, -2.258], [0.456, 1.013, 0.734]], "homo_ev": -10.616, "spin_multiplicity": 1, "smiles": "CC(C)O.O.O.O"}

Which of them is most stable? Easy: <b>.